Record 1
Computed, not measured: a cluster of 11 separate species, C35H99N7O14 in total, with wB97M-V/def2-TZVPD.

Cartesian coordinates (Å):
C -0.08 19.00 14.90
O 0.31 20.12 15.76
C 0.77 19.53 16.96
C 2.12 20.26 17.43
C 1.89 21.74 17.75
N 3.19 20.05 16.46
H -0.58 19.44 14.07
H -0.74 18.34 15.44
H 0.77 18.44 14.61
H 0.04 19.72 17.77
H 1.13 18.53 16.86
H 2.42 19.77 18.35
H 1.13 21.82 18.55
H 1.60 22.34 16.88
H 2.77 22.15 18.14
H 3.01 19.16 15.98
H 2.91 20.70 15.78
C 1.99 18.44 11.83
O 3.17 17.81 11.40
C 4.38 18.32 11.94
C 5.54 17.32 11.63
C 5.26 16.03 12.36
N 6.79 17.87 12.04
H 1.26 18.30 11.01
H 2.19 19.51 12.03
H 1.75 17.95 12.76
H 4.69 19.32 11.66
H 4.36 18.48 13.06
H 5.55 17.20 10.57
H 5.05 16.17 13.41
H 6.12 15.40 12.28
H 4.36 15.49 12.02
H 7.55 17.25 11.78
H 6.77 18.10 13.00
C -1.79 22.68 19.78
O -0.95 21.89 20.57
C -1.46 20.67 21.03
C -0.33 20.04 21.91
C 1.01 19.82 21.17
N -0.89 18.76 22.44
H -2.42 23.29 20.54
H -2.52 22.15 19.22
H -1.20 23.27 19.06
H -2.46 20.80 21.61
H -1.69 20.07 20.18
H -0.13 20.76 22.70
H 0.87 19.01 20.44
H 1.87 19.41 21.81
H 1.34 20.71 20.66
H -1.39 18.98 23.32
H -0.14 18.16 22.78
C 1.57 27.30 18.99
O 2.34 26.56 19.87
C 2.81 25.36 19.27
C 3.46 24.55 20.41
C 2.53 24.21 21.58
N 4.71 25.07 20.88
H 1.34 28.30 19.41
H 0.64 26.79 18.71
H 2.04 27.47 18.05
H 2.07 24.86 18.67
H 3.57 25.65 18.52
H 3.71 23.63 19.83
H 1.66 23.64 21.26
H 2.08 25.10 21.99
H 3.12 23.66 22.39
H 4.44 25.62 21.72
H 5.12 25.70 20.23
C -2.82 19.33 16.74
O -3.13 18.31 15.88
C -3.51 18.61 14.53
C -4.28 17.42 13.94
C -3.35 16.20 14.11
N -4.48 17.71 12.55
H -2.19 20.12 16.30
H -2.31 18.87 17.62
H -3.70 19.86 17.13
H -4.06 19.57 14.45
H -2.58 18.75 13.91
H -5.25 17.37 14.57
H -3.74 15.24 13.67
H -3.12 16.13 15.18
H -2.39 16.37 13.59
H -4.95 16.90 12.09
H -4.97 18.57 12.41
C 8.87 19.36 14.37
O 7.50 19.47 14.39
C 7.00 20.54 13.60
C 7.23 21.96 14.18
C 6.44 22.04 15.46
N 6.52 22.77 13.16
H 9.46 20.13 14.91
H 9.17 19.24 13.28
H 9.09 18.40 14.85
H 7.39 20.45 12.62
H 5.90 20.37 13.59
H 8.31 22.23 14.39
H 5.33 21.82 15.27
H 6.51 23.02 15.93
H 6.93 21.32 16.11
H 7.12 22.87 12.35
H 6.40 23.66 13.59
C 3.62 16.53 16.71
O 2.39 16.17 17.32
C 2.50 15.91 18.69
C 1.44 14.95 19.08
C 0.07 15.56 18.81
N 1.52 14.65 20.52
H 4.44 15.79 16.95
H 3.96 17.53 17.09
H 3.49 16.54 15.62
H 3.51 15.53 18.91
H 2.38 16.79 19.32
H 1.57 14.06 18.49
H -0.14 15.77 17.74
H -0.01 16.52 19.32
H -0.62 14.81 19.15
H 0.76 14.09 20.82
H 2.48 14.20 20.61
O -2.78 22.63 10.93
C -2.19 21.30 10.75
C -3.28 20.34 11.01
O -2.68 19.06 10.83
H -2.11 23.30 10.74
H -1.85 21.18 9.71
H -1.36 21.05 11.38
H -4.14 20.52 10.41
H -3.60 20.52 12.05
H -3.19 18.36 11.30
O 6.96 21.22 20.21
C 5.69 21.89 20.05
C 4.61 21.06 20.68
O 4.85 19.64 20.69
H 6.77 20.33 20.50
H 5.80 22.93 20.45
H 5.52 22.01 18.96
H 3.62 21.27 20.25
H 4.46 21.30 21.80
H 4.83 19.36 19.73
O 5.44 19.36 17.91
C 6.55 18.76 17.30
C 7.80 18.95 18.08
O 8.17 20.33 18.07
H 4.86 19.81 17.21
H 6.34 17.68 17.23
H 6.68 19.12 16.26
H 8.63 18.38 17.68
H 7.67 18.72 19.21
H 7.61 20.78 18.76
C -0.74 22.95 14.14
O -0.93 22.84 15.53
H 0.29 22.52 13.94
H -1.50 22.49 13.55
H -0.68 23.95 13.79
H -0.48 22.07 15.82

Values from the calculation:
E_LUMO: 0.55 eV
ΔE to the lowest compared entry with this formula, charge and spin: 42.5 kcal per mole
molar mass: 842.212 g mol⁻¹
E: -2829.28907 a.u.
orbital gap: 9.56 eV
E_HOMO: -9.02 eV

Atomic partial charges in e from the Mulliken method, atoms 1 to 4: C -0.67; O 0.65; C -1.92; C 1.46

---

Record 2
Computed, not measured: a structure of composition C36H100CrF12N10O22S4, with wB97M-V/def2-TZVPD.

Cartesian coordinates (Å):
Cr -2.09 1.68 -2.75
C -1.84 -1.27 -6.02
F -0.63 -0.74 -6.18
F -2.13 -1.75 -7.22
F -1.77 -2.21 -5.08
S -3.09 0.17 -5.60
O -2.36 1.33 -6.08
O -4.30 -0.16 -6.31
N -3.12 0.41 -3.86
S -4.31 -0.62 -3.42
O -4.50 -1.89 -4.07
O -4.19 -0.65 -1.96
C -5.97 0.33 -3.70
F -6.75 -0.36 -4.51
F -6.65 0.62 -2.61
F -5.68 1.49 -4.33
C -1.30 1.97 1.26
F -2.08 2.96 0.82
F 0.01 2.15 1.09
F -1.55 1.77 2.55
S -1.89 0.34 0.38
O -1.40 -0.74 1.22
O -3.34 0.48 0.37
N -1.35 0.50 -1.38
S -0.42 -0.80 -1.60
O -0.88 -2.09 -1.11
O -0.19 -0.82 -3.04
C 1.28 -0.34 -0.76
F 2.24 -1.06 -1.37
F 1.46 0.97 -0.97
F 1.32 -0.64 0.51
O 3.90 -1.55 1.54
H 4.86 -1.62 1.50
H 3.58 -2.40 1.21
O 4.33 1.12 0.43
H 3.89 0.31 0.72
H 4.22 1.72 1.17
O 1.66 3.78 -1.71
H 1.29 4.57 -1.29
H 2.44 3.58 -1.19
O -3.71 2.18 -1.54
H -4.09 1.54 -0.92
H -4.34 2.91 -1.56
O -0.41 1.61 -3.90
H 0.22 0.92 -4.15
H -0.13 2.39 -4.41
O -1.09 3.28 -1.86
H -1.51 4.12 -1.63
H -0.13 3.45 -1.82
C -3.76 -4.70 -6.10
C -2.91 -5.74 -5.36
C -3.15 -5.77 -3.87
O -3.14 -4.46 -3.31
C -3.18 -4.48 -1.90
N -3.19 -7.06 -5.88
H -3.70 -4.89 -7.17
H -3.45 -3.67 -5.92
H -4.81 -4.75 -5.83
H -1.91 -5.31 -5.40
H -2.38 -6.47 -3.53
H -4.11 -6.28 -3.76
H -4.17 -4.87 -1.65
H -3.19 -3.47 -1.50
H -2.35 -5.09 -1.53
H -3.09 -7.09 -6.89
H -4.15 -7.32 -5.66
C 0.06 3.38 5.12
C 1.38 3.80 5.79
C 1.34 3.49 7.27
O 2.60 3.90 7.87
C 2.57 3.61 9.29
N 2.50 3.05 5.23
H -0.74 3.87 5.67
H -0.06 2.30 5.06
H 0.04 3.77 4.10
H 1.48 4.87 5.63
H 1.04 2.48 7.53
H 0.69 4.25 7.72
H 2.62 2.53 9.45
H 1.72 4.09 9.78
H 3.46 3.97 9.81
H 3.39 3.22 5.67
H 2.28 2.07 5.42
C -5.79 -1.79 3.87
C -4.50 -1.18 3.29
C -3.71 -0.34 4.36
O -4.50 0.62 5.03
C -5.12 1.54 4.13
N -3.66 -2.22 2.77
H -6.43 -2.28 3.14
H -6.40 -0.94 4.19
H -5.59 -2.45 4.71
H -4.77 -0.43 2.54
H -2.78 0.08 3.95
H -3.33 -0.91 5.21
H -5.87 1.12 3.46
H -4.43 2.10 3.50
H -5.61 2.32 4.71
H -2.80 -1.81 2.42
H -3.32 -2.68 3.61
C 0.11 -1.17 6.48
C 1.44 -1.85 6.67
C 2.61 -0.89 6.37
O 2.31 0.02 5.32
C 2.44 -0.52 4.04
N 1.51 -2.43 7.98
H -0.02 -0.33 7.18
H -0.60 -1.94 6.80
H -0.10 -0.82 5.48
H 1.48 -2.66 5.94
H 3.54 -1.45 6.27
H 2.74 -0.30 7.28
H 1.99 0.10 3.26
H 1.85 -1.43 3.91
H 3.49 -0.70 3.79
H 1.02 -1.77 8.56
H 2.44 -2.54 8.36
C 1.43 5.68 1.52
C 0.10 5.72 0.73
C -0.93 6.63 1.41
O -2.19 6.34 0.84
C -3.23 7.20 1.35
N 0.45 6.26 -0.62
H 1.18 5.45 2.56
H 2.09 6.54 1.49
H 2.00 4.77 1.29
H -0.36 4.73 0.74
H -0.75 7.70 1.25
H -0.91 6.42 2.48
H -3.09 8.25 1.07
H -3.38 7.10 2.43
H -4.17 6.92 0.89
H -0.38 6.25 -1.18
H 0.84 7.19 -0.55
C 1.00 -4.98 2.78
C 0.96 -4.05 1.56
C 1.89 -4.44 0.38
O 3.22 -4.17 0.75
C 4.25 -4.67 -0.08
N -0.46 -4.00 1.14
H 0.38 -4.51 3.54
H 2.01 -5.08 3.18
H 0.74 -6.04 2.67
H 1.07 -3.02 1.92
H 1.63 -3.78 -0.46
H 1.69 -5.46 0.05
H 4.07 -4.05 -0.97
H 4.17 -5.73 -0.32
H 5.21 -4.46 0.39
H -0.96 -3.49 1.86
H -0.45 -3.41 0.32
C 4.15 4.94 -6.26
C 4.60 3.75 -5.38
C 3.85 3.63 -4.03
O 4.57 2.86 -3.09
C 4.32 1.47 -3.00
N 4.36 2.59 -6.25
H 3.17 4.75 -6.70
H 4.85 5.18 -7.06
H 4.03 5.86 -5.69
H 5.67 3.79 -5.21
H 2.81 3.31 -4.09
H 3.87 4.60 -3.54
H 5.02 0.97 -2.33
H 4.43 1.09 -4.02
H 3.30 1.23 -2.70
H 4.67 1.71 -5.86
H 4.78 2.70 -7.17
C 4.18 -3.58 -4.85
C 2.91 -2.78 -4.69
C 1.95 -3.33 -3.62
O 1.43 -4.58 -4.01
C 0.33 -4.95 -3.22
N 3.29 -1.44 -4.28
H 4.77 -3.25 -5.71
H 3.78 -4.52 -5.26
H 4.74 -3.68 -3.93
H 2.43 -2.58 -5.65
H 1.19 -2.57 -3.44
H 2.52 -3.29 -2.69
H 0.75 -5.26 -2.25
H -0.15 -5.87 -3.58
H -0.44 -4.22 -2.97
H 3.91 -1.58 -3.49
H 3.90 -1.04 -4.99

Values from the calculation:
net charge: +1
E_LUMO (alpha / beta): -6.57 / -5.34 eV
molar mass: 1433.484 g mol⁻¹
E: -7469.54313 a.u.
spin multiplicity: 4
orbital gap (alpha / beta): 3.87 / 5.10 eV
E_HOMO (alpha / beta): -10.45 / -10.45 eV

Atomic partial charges in e from the Mulliken method, atoms 1 to 4: Cr 1.06; C 0.55; F -0.25; F -0.23

---

Record 3
Computed, not measured: a cluster of 14 separate species, C36H100O14 in total, with wB97M-V/def2-TZVPD.

Cartesian coordinates (Å):
C -2.02 -4.52 1.30
O -3.40 -4.35 1.68
H -1.35 -4.57 2.18
H -1.90 -5.47 0.78
H -1.67 -3.73 0.62
H -3.47 -3.52 2.18
C 3.33 -3.34 1.93
O 4.15 -4.41 1.32
H 3.92 -2.65 2.53
H 2.88 -2.73 1.12
H 2.52 -3.77 2.50
H 4.94 -4.00 0.95
C 5.76 -0.21 2.87
O 5.04 0.13 4.04
H 6.17 -1.23 2.94
H 5.14 -0.13 1.97
H 6.62 0.46 2.80
H 4.09 -0.19 3.91
C -2.79 -3.09 -3.74
C -3.12 -2.87 -5.20
C -4.54 -2.31 -5.33
O -2.19 -1.98 -5.85
H -1.85 -3.62 -3.61
H -3.53 -3.80 -3.37
H -2.83 -2.15 -3.21
H -3.14 -3.84 -5.73
H -4.66 -1.29 -4.96
H -5.19 -2.92 -4.68
H -4.98 -2.44 -6.32
H -1.34 -2.42 -5.94
C -0.56 4.81 3.77
C -0.90 4.26 2.39
C -0.89 5.33 1.33
O 0.01 3.16 2.04
H -0.73 4.07 4.55
H -1.19 5.68 3.97
H 0.47 5.17 3.81
H -1.89 3.81 2.45
H -1.71 6.03 1.47
H -1.06 4.85 0.35
H 0.05 5.88 1.31
H 0.86 3.57 1.70
C -7.45 -1.23 -2.97
C -6.63 -0.83 -1.74
C -5.17 -1.05 -1.93
O -6.82 0.56 -1.46
H -8.51 -1.06 -2.79
H -7.31 -2.28 -3.22
H -7.13 -0.58 -3.79
H -6.92 -1.43 -0.86
H -4.98 -2.04 -2.34
H -4.68 -0.98 -0.95
H -4.71 -0.38 -2.66
H -7.75 0.82 -1.57
C 6.42 0.21 -1.10
C 5.80 0.60 -2.41
C 4.28 0.61 -2.29
O 6.29 1.97 -2.66
H 7.50 0.27 -1.13
H 6.14 -0.83 -0.86
H 6.02 0.84 -0.30
H 6.15 -0.07 -3.20
H 3.85 0.52 -3.28
H 3.99 1.51 -1.77
H 3.99 -0.24 -1.67
H 6.01 2.26 -3.55
C 2.39 -1.83 5.57
C 1.60 -0.82 4.78
C 1.33 0.46 5.56
O 2.37 -0.54 3.56
H 3.33 -1.40 5.93
H 2.66 -2.67 4.93
H 1.82 -2.24 6.41
H 0.66 -1.33 4.51
H 2.25 1.02 5.68
H 0.86 0.25 6.53
H 0.60 1.07 5.00
H 1.79 0.00 2.96
C 0.76 -3.85 -2.61
C 2.20 -3.56 -2.86
C 3.00 -4.85 -2.84
O 2.29 -2.87 -4.12
H 0.17 -2.95 -2.78
H 0.60 -4.20 -1.60
H 0.42 -4.59 -3.34
H 2.58 -2.92 -2.04
H 2.63 -5.56 -3.58
H 3.01 -5.26 -1.83
H 4.06 -4.64 -3.05
H 3.12 -3.09 -4.55
C 3.46 3.20 3.15
C 3.81 3.83 1.83
C 4.70 2.93 0.97
O 2.52 4.08 1.16
H 2.67 2.46 2.97
H 3.04 3.95 3.82
H 4.32 2.72 3.60
H 4.33 4.78 1.99
H 4.71 3.26 -0.07
H 4.37 1.89 0.98
H 5.73 2.90 1.34
H 2.66 4.59 0.35
C -0.74 -0.21 -0.19
C 0.54 -0.21 0.62
C 1.60 0.61 -0.14
O 0.36 0.38 1.92
H -1.56 -0.80 0.25
H -0.56 -0.56 -1.21
H -1.13 0.81 -0.23
H 0.96 -1.21 0.79
H 1.30 1.66 -0.19
H 1.80 0.24 -1.15
H 2.56 0.49 0.38
H 0.10 1.34 1.88
C -0.31 0.25 -4.26
C -0.39 1.77 -4.29
C -0.22 2.44 -2.91
O 0.68 2.22 -5.18
H -1.22 -0.18 -3.83
H 0.53 -0.13 -3.65
H -0.20 -0.15 -5.27
H -1.40 1.99 -4.70
H -0.38 3.52 -3.01
H 0.80 2.27 -2.56
H -0.87 2.03 -2.14
H 0.54 3.13 -5.46
C -2.28 0.09 3.46
C -2.49 -1.41 3.30
C -2.51 -2.07 4.65
O -3.70 -1.69 2.57
H -3.08 0.47 4.11
H -2.25 0.64 2.53
H -1.35 0.27 3.99
H -1.69 -1.82 2.67
H -2.66 -3.15 4.55
H -3.35 -1.68 5.23
H -1.57 -1.90 5.17
H -4.46 -1.36 3.06
C -3.27 4.12 -1.01
C -3.88 2.75 -1.02
C -3.77 2.04 0.31
O -5.25 2.91 -1.40
H -3.71 4.74 -0.24
H -3.36 4.55 -2.01
H -2.17 4.05 -0.91
H -3.39 2.12 -1.79
H -2.72 1.94 0.61
H -4.19 1.03 0.26
H -4.32 2.57 1.09
H -5.70 2.03 -1.32

Values from the calculation:
E_LUMO: 0.42 eV
ΔE to the lowest compared entry with this formula, charge and spin: 36.4 kcal per mole
molar mass: 757.182 g mol⁻¹
E: -2484.91564 a.u.
orbital gap: 10.07 eV
E_HOMO: -9.66 eV

Atomic partial charges in e from the Mulliken method, atoms 1 to 4: C -0.40; O -0.61; H 0.26; H 0.34